one:
{
  "formula": "C6H13NO4",
  "method": "wB97M-V/def2-TZVPD",
  "elements": ["C", "C", "C", "C", "C", "C", "O", "O", "N", "O", "O", "H", "H", "H", "H", "H", "H", "H", "H", "H", "H", "H", "H", "H"],
  "positions_angstrom": [[1.879, 1.833, 1.049], [1.693, 1.736, -0.390], [2.458, 0.795, -1.181], [-0.904, -0.565, -0.017], [-1.820, 0.369, 0.740], [-1.161, -0.679, -1.498], [0.005, -1.179, 0.544], [-3.499, -4.680, 1.240], [-2.309, -4.589, 1.515], [-1.594, -5.400, 2.087], [0.823, 2.481, -1.043], [1.914, 0.811, 1.466], [2.865, 2.291, 1.244], [1.111, 2.401, 1.590], [2.417, -0.199, -0.708], [2.116, 0.737, -2.218], [3.515, 1.100, -1.162], [-1.969, 1.306, 0.188], [-2.807, -0.096, 0.880], [-1.390, 0.578, 1.724], [-1.177, 0.311, -1.968], [-0.373, -1.281, -1.952], [-2.128, -1.156, -1.691], [0.335, 3.075, -0.440]],
  "mulliken_charge": [-1.19, 0.78, -1.26, 0.99, -1.20, -1.22, -0.59, -0.33, 0.65, -0.32, -0.50, 0.22, 0.34, 0.38, 0.23, 0.30, 0.38, 0.27, 0.40, 0.31, 0.29, 0.32, 0.41, 0.32],
  "orbital_gap_ev": [9.5, 3.4],
  "spin_multiplicity": 1,
  "total_charge": 0,
  "homo_energy_ha": [-0.35906, -0.20980],
  "e_lumo_ev": [-0.27, -2.33]
}



two:
{
  "formula": "C6H13NO4",
  "method": "wB97M-V/def2-TZVPD",
  "elements": ["O", "C", "C", "N", "C", "C", "O", "C", "O", "C", "O", "H", "H", "H", "H", "H", "H", "H", "H", "H", "H", "H", "H", "H"],
  "positions_angstrom": [[2.594, -1.699, -0.323], [2.017, -0.764, 0.531], [1.252, 0.211, -0.443], [0.490, -0.698, -1.356], [-0.768, -1.111, -0.921], [-1.622, -0.152, -0.070], [-1.627, -0.633, 1.306], [-1.132, 1.239, -0.129], [-1.918, 2.340, 0.418], [0.322, 1.269, 0.430], [0.422, 1.137, 1.767], [2.087, -1.500, -1.189], [2.620, -0.184, 1.162], [1.311, -1.355, 1.217], [1.938, 0.956, -0.952], [0.254, -0.219, -2.173], [-0.867, -2.216, -0.551], [-1.261, -1.269, -1.914], [-2.643, -0.186, -0.234], [-1.776, -1.711, 1.100], [-0.979, 1.531, -1.288], [-1.576, 2.409, 1.382], [0.705, 2.332, 0.244], [0.155, 0.274, 1.987]],
  "mulliken_charge": [-0.61, -0.60, 0.27, -0.41, -1.03, 0.07, -0.61, -0.04, -0.59, -0.49, -0.58, 0.40, 0.45, 0.22, 0.22, 0.31, 0.39, 0.29, 0.53, 0.38, 0.16, 0.41, 0.42, 0.44],
  "orbital_gap_ev": 9.9,
  "spin_multiplicity": 1,
  "total_charge": 0,
  "smiles": "OC[C@H]1NC[C@@H](O)[C@@H](O)[C@H]1O",
  "homo_energy_ha": -0.34896,
  "e_lumo_ev": 0.45
}



Most stable pick: two. Distance to second place: 2.548 eV.



one:
{
  "formula": "C2H6ClNO",
  "method": "wB97M-V/def2-TZVPD",
  "elements": ["C", "N", "Cl", "C", "O", "H", "H", "H", "H", "H", "H"],
  "positions_angstrom": [[0.179, 1.391, -0.267], [0.542, -0.089, -0.258], [2.198, -0.078, 0.224], [-0.204, -1.076, 0.473], [-1.460, -1.197, -0.235], [0.976, 1.844, -1.059], [-0.896, 1.356, -0.497], [0.236, 1.757, 0.664], [0.158, -2.131, 0.514], [-0.293, -0.723, 1.583], [-1.436, -1.053, -1.143]],
  "mulliken_charge": [-0.77, -0.23, -0.16, -0.06, -0.52, 0.27, 0.30, 0.36, 0.25, 0.26, 0.31],
  "orbital_gap_ev": 10.1,
  "spin_multiplicity": 1,
  "total_charge": 0,
  "smiles": "CN(Cl)CO",
  "homo_energy_ha": -0.33693,
  "e_lumo_ev": 0.93
}



two:
{
  "formula": "C2H6ClNO",
  "method": "wB97M-V/def2-TZVPD",
  "elements": ["C", "O", "N", "C", "Cl", "H", "H", "H", "H", "H", "H"],
  "positions_angstrom": [[-0.638, -0.994, 1.314], [0.228, -0.027, 0.796], [0.437, -0.423, -0.815], [0.953, 0.759, -1.411], [1.625, -1.750, -0.867], [-0.612, -0.839, 2.309], [-0.201, -2.050, 1.229], [-1.741, -0.768, 0.989], [0.590, 0.746, -2.597], [0.538, 1.686, -0.886], [2.123, 0.815, -1.388]],
  "mulliken_charge": [-0.50, -0.27, -0.08, -0.61, -0.08, 0.31, 0.22, 0.21, 0.24, 0.30, 0.26],
  "orbital_gap_ev": 10.2,
  "spin_multiplicity": 1,
  "total_charge": 0,
  "smiles": "CON(C)Cl",
  "homo_energy_ha": -0.35840,
  "e_lumo_ev": 0.49
}



Most stable pick: one. Distance to second place: 1.759 eV.



one:
{
  "formula": "C5H14N4",
  "method": "wB97M-V/def2-TZVPD",
  "elements": ["H", "N", "C", "N", "N", "C", "C", "C", "C", "N", "H", "H", "H", "H", "H", "H", "H", "H", "H", "H", "H", "H", "H"],
  "positions_angstrom": [[2.736, -0.125, -0.078], [2.485, -0.637, 0.762], [1.258, -0.930, 0.835], [0.815, -1.713, 1.866], [0.298, -0.548, -0.140], [-0.582, -1.602, -0.600], [-0.292, 0.770, 0.085], [-1.658, 0.746, 0.778], [-0.370, 1.535, -1.255], [0.906, 1.668, -1.926], [-0.148, -1.660, 2.138], [1.489, -1.890, 2.591], [-1.084, -1.269, -1.508], [0.032, -2.468, -0.842], [-1.345, -1.912, 0.127], [0.416, 1.310, 0.729], [-1.611, 0.200, 1.719], [-1.970, 1.764, 0.995], [-2.409, 0.287, 0.140], [-1.051, 1.017, -1.936], [-0.768, 2.536, -1.071], [1.297, 0.742, -2.073], [1.556, 2.178, -1.335]],
  "mulliken_charge": [0.26, -0.88, 0.32, -0.40, 0.25, -1.03, 0.41, -1.46, -1.08, -0.65, 0.20, 0.26, 0.26, 0.37, 0.39, 0.29, 0.32, 0.45, 0.33, 0.35, 0.44, 0.30, 0.28],
  "orbital_gap_ev": 9.6,
  "spin_multiplicity": 1,
  "total_charge": 0,
  "smiles": "[H]/N=C(/N)N(C)[C@H](C)CN",
  "homo_energy_ha": -0.32340,
  "e_lumo_ev": 0.83
}



two:
{
  "formula": "C5H14N4",
  "method": "wB97M-V/def2-TZVPD",
  "elements": ["H", "N", "C", "C", "N", "C", "H", "H", "H", "H", "H", "H", "H", "C", "C", "N", "N", "H", "H", "H", "H", "H", "H"],
  "positions_angstrom": [[-0.829, -1.232, 0.632], [-0.234, -0.413, 0.537], [-0.731, 0.673, 0.968], [0.082, 1.926, 0.858], [-1.954, 0.774, 1.564], [-2.611, 2.002, 1.933], [1.004, 1.701, 0.332], [-0.471, 2.690, 0.314], [0.319, 2.308, 1.849], [-2.533, -0.051, 1.530], [-3.463, 1.770, 2.570], [-1.929, 2.642, 2.492], [-2.972, 2.557, 1.059], [1.155, -3.032, -1.428], [1.397, -2.172, -2.413], [2.061, -0.967, -2.297], [2.268, -0.368, -1.033], [1.399, -2.818, -0.402], [0.698, -3.983, -1.628], [1.141, -2.413, -3.437], [1.818, -0.270, -2.989], [2.979, -0.911, -0.547], [1.408, -0.414, -0.465]],
  "mulliken_charge": [0.12, -0.54, 0.64, -1.20, -0.24, -0.87, 0.27, 0.30, 0.31, 0.22, 0.31, 0.28, 0.29, -0.93, 0.08, -0.17, -0.57, 0.23, 0.24, 0.33, 0.26, 0.29, 0.33],
  "orbital_gap_ev": 8.4,
  "spin_multiplicity": 1,
  "total_charge": 0,
  "smiles": "[H]/N=C(/C)NC.C=CNN",
  "homo_energy_ha": -0.28098,
  "e_lumo_ev": 0.78
}



three:
{
  "formula": "C5H14N4",
  "method": "wB97M-V/def2-TZVPD",
  "elements": ["C", "C", "C", "C", "N", "C", "N", "N", "N", "H", "H", "H", "H", "H", "H", "H", "H", "H", "H", "H", "H", "H", "H"],
  "positions_angstrom": [[-1.157, -1.203, -0.314], [-0.981, 1.026, 0.784], [-1.091, -2.029, 0.936], [-1.225, 1.807, -0.469], [-0.002, -0.966, -1.033], [1.084, -0.332, -0.510], [1.948, 0.947, 1.209], [2.175, -0.002, -1.346], [0.977, 0.052, 0.749], [-0.081, -0.910, -2.039], [-2.010, -1.375, -0.961], [2.732, 1.022, 0.565], [2.284, 0.617, 2.105], [1.995, 0.722, -2.031], [2.650, -0.786, -1.773], [-0.397, 1.549, 1.529], [-1.844, 0.587, 1.264], [-0.743, -3.052, 0.731], [-0.402, -1.594, 1.660], [-2.085, -2.101, 1.380], [-2.167, 1.523, -0.942], [-1.228, 2.888, -0.292], [-0.429, 1.609, -1.203]],
  "mulliken_charge": [-0.40, -0.51, -1.16, -0.76, -0.03, 0.09, -0.72, -0.59, 0.06, 0.25, 0.44, 0.28, 0.20, 0.21, 0.25, 0.38, 0.34, 0.33, 0.25, 0.35, 0.26, 0.31, 0.15],
  "orbital_gap_ev": 7.2,
  "spin_multiplicity": 1,
  "total_charge": 0,
  "homo_energy_ha": -0.23428,
  "e_lumo_ev": 0.79
}



Most stable pick: one. Distance to second place: 1.439 eV.



one:
{
  "formula": "C5H8N3O2",
  "method": "wB97M-V/def2-TZVPD",
  "elements": ["C", "C", "N", "C", "C", "N", "C", "N", "O", "O", "H", "H", "H", "H", "H", "H", "H", "H"],
  "positions_angstrom": [[2.301, -0.593, -0.938], [0.946, -0.491, -0.364], [-0.112, -1.230, -0.673], [-1.280, -0.793, 0.207], [-2.368, -0.139, -0.821], [-0.796, 0.201, 1.011], [0.489, 0.438, 0.746], [1.096, 1.572, 1.477], [2.254, 1.746, 1.265], [0.318, 2.157, 2.198], [2.258, -0.821, -2.006], [2.875, -1.401, -0.541], [2.876, 0.347, -0.844], [-1.780, -1.721, 0.644], [-3.203, 0.318, -0.323], [-2.777, -1.002, -1.431], [-1.820, 0.634, -1.289], [-1.276, 0.778, 1.682]],
  "mulliken_charge": [-1.15, 0.70, -0.45, -0.20, -1.03, 0.10, 0.42, 0.97, -0.48, -0.57, 0.36, 0.32, 0.34, 0.35, 0.38, 0.33, 0.37, 0.26],
  "orbital_gap_ev": 9.1,
  "spin_multiplicity": 1,
  "total_charge": 1,
  "smiles": "CC1=N[C@H](C)[NH+]=C1[N+](=O)[O-]",
  "homo_energy_ha": -0.58549,
  "e_lumo_ev": -6.88
}



two:
{
  "formula": "C5H8N3O2",
  "method": "wB97M-V/def2-TZVPD",
  "elements": ["N", "C", "N", "C", "C", "C", "O", "N", "C", "O", "H", "H", "H", "H", "H", "H", "H", "H"],
  "positions_angstrom": [[0.572, 1.956, 0.990], [-0.624, 1.426, 0.783], [-1.069, 1.035, -0.447], [-1.260, 0.088, -1.265], [-0.721, -1.262, -1.031], [0.007, -1.279, 0.280], [-0.802, -1.534, 1.308], [1.218, -0.919, 0.363], [2.279, -0.452, -0.330], [2.358, 0.739, -0.551], [0.805, 2.508, 1.828], [1.301, 2.072, 0.231], [-1.386, 1.484, 1.585], [-1.927, 0.230, -2.181], [-1.570, -1.947, -1.186], [-0.043, -1.500, -1.969], [-0.366, -1.391, 2.259], [2.994, -1.197, -0.747]],
  "mulliken_charge": [-0.20, 0.04, -0.29, 0.05, -0.49, 0.38, -0.50, -0.36, 0.08, -0.57, 0.25, 0.33, 0.37, 0.37, 0.40, 0.32, 0.44, 0.38],
  "orbital_gap_ev": 10.2,
  "spin_multiplicity": 1,
  "total_charge": 1,
  "smiles": "[NH2+]=C/N=C\\C/C(O)=N\\C=O",
  "homo_energy_ha": -0.51522,
  "e_lumo_ev": -3.79
}



Most stable pick: two. Distance to second place: 3.462 eV.